1.
ORCA calculation (ωB97M-V/def2-TZVPD) on one molecule with the formula C4H9NOS in a non-equilibrium geometry.

The value obtained for the LUMO energy is 0.0278 Eh. As for the HOMO energy: -9.300 eV.

ORCA input file:
```
! wB97M-V def2-TZVPD RIJCOSX def2/J DEFGRID3
* xyz 0 1
S 2.2485 -0.9575 1.0354
O -2.3858 2.3574 1.1625
N -1.3175 0.3882 0.8499
C -0.7464 -0.6136 -0.0170
C 1.7367 -0.8469 -0.6999
C 0.3939 -0.1365 -0.9468
C -1.5135 1.7203 0.6185
H 0.5586 0.9390 -0.8099
H -0.7988 2.2334 -0.0342
H 0.0198 -0.1882 -1.9780
H -1.7381 0.1016 1.7175
H -1.5246 -1.0773 -0.6482
H 1.6266 -1.8392 -1.1533
H 2.5700 -0.3789 -1.2277
H 1.2724 -0.2232 1.5770
H -0.4018 -1.4787 0.5539
*
```

=====

2.
ORCA calculation (ωB97M-V/def2-TZVPD) on C27H48BaOP2 as an isolated structure in a non-equilibrium geometry.

The value obtained for the LUMO energy is -0.0381 Eh. As for the HOMO energy: -4.173 eV.

ORCA input file:
```
! wB97M-V def2-TZVPD RIJCOSX def2/J DEFGRID3
* xyz 0 1
Ba 0.2243 -0.4264 2.2377
P -3.9819 -1.0813 -2.5082
P -1.0208 -3.4247 -1.4755
O 1.8693 1.2465 2.5889
C -0.7283 -4.0359 0.2115
C -0.4535 -1.7983 -2.2916
C -2.8401 -3.5102 -1.7198
C 3.1348 3.1843 3.1275
C -0.5662 -0.9092 -0.9863
C -4.4130 -0.2530 -4.0685
C -1.0310 -1.3819 -3.5644
C 5.2874 1.4410 3.6793
C -3.4763 -2.7700 -2.9139
C -0.7221 -0.0151 -4.0468
C 3.9688 -0.6611 1.1785
C 4.3143 3.6631 3.6854
C -2.2896 1.1478 -2.4665
C 4.0720 -0.5708 2.7088
C 0.9972 4.2621 3.9625
C -0.9641 1.1565 -3.0256
C 1.9768 4.1100 2.7937
C -5.5441 -1.2501 -1.5843
C -2.9318 0.1199 -1.6518
C 3.0004 -1.4191 3.4335
C 4.1291 0.9016 3.1483
C -1.9871 -0.5395 -0.5455
C 2.4251 5.4795 2.2659
C 3.0169 1.7726 2.9364
C -0.7284 1.8835 1.1290
C 5.3717 2.8022 3.9858
C -0.3437 -4.6848 -2.5993
H 2.8699 6.1166 3.0444
H -1.0292 -2.1480 -4.3562
H 6.1430 0.7802 3.8419
H -0.1144 1.2237 -2.3145
H -6.3760 -1.4298 -2.2834
H -3.7093 0.6542 -1.0613
H -4.3797 0.8365 -3.9272
H -2.9084 2.0111 -2.7072
H -1.2178 2.2342 0.2099
H 0.6206 -1.9649 -2.5203
H 3.1556 5.3586 1.4589
H 2.3626 -1.9811 2.7180
H 0.2640 -3.7411 0.5962
H 1.4746 4.7406 4.8316
H 4.8667 -0.2237 0.7241
H -2.4933 -1.4032 -0.0667
H 0.2764 2.3414 1.1792
H -1.8932 0.2016 0.2662
H -3.0402 -4.5890 -1.8305
H -1.3094 2.2064 2.0109
H -3.2920 -3.1950 -0.7559
H 3.1035 -0.0917 0.8005
H 0.1398 4.8812 3.6677
H -4.3933 -3.3154 -3.2228
H -0.9165 2.1109 -3.5970
H 3.4856 -2.2005 4.0341
H -0.7585 -5.1448 0.1786
H 4.4079 4.7337 3.8906
H 0.0949 -0.0343 -1.0370
H -5.7419 -0.3348 -1.0178
H -3.6891 -0.5190 -4.8500
H 0.6259 3.2783 4.2742
H 5.0582 -0.9820 2.9812
H 3.8977 -1.7030 0.8348
H -0.4754 -4.3901 -3.6568
H 0.7307 -4.8081 -2.3880
H -5.4218 -0.5481 -4.3932
H 1.4161 3.6401 1.9774
H 1.5597 6.0147 1.8556
H -0.8663 -5.6357 -2.4164
H -1.3808 0.2109 -4.9211
H -5.4837 -2.0933 -0.8854
H 2.4040 -0.8292 4.1520
H -0.1276 -1.5080 -0.1439
H -2.8390 -2.7328 -3.8197
H -1.5112 -3.7085 0.9198
H 0.3571 0.0457 -4.3389
H 6.2874 3.1952 4.4387
*
```

=====

3.
ORCA calculation (ωB97M-V/def2-TZVPD) on a 3-piece molecular cluster, C29H50NO8 overall in a non-equilibrium geometry.

The value obtained for the LUMO energy is -0.1333 Eh. As for the HOMO energy: -11.504 eV.

ORCA input file:
```
! wB97M-V def2-TZVPD RIJCOSX def2/J DEFGRID3
* xyz 1 1
O 0.7522 -2.7550 3.2893
O 3.4796 2.1101 -4.8868
O 4.6064 0.1465 -5.0680
O -1.3418 -3.1246 4.0808
O 0.4753 -3.7772 5.2687
O -6.2877 2.1051 0.1015
O 4.8346 -0.7672 0.2981
O 5.5615 2.0484 -5.7879
N -4.7149 -1.6059 1.4991
C -3.3209 -1.7970 1.8809
C 6.5660 1.0401 -5.7935
C -5.0295 -1.0473 0.1818
C 0.0462 1.7897 -1.7371
C -1.2411 -0.4965 -1.4113
C 0.7651 3.4123 0.3211
C -0.4380 0.7140 -0.6503
C -2.1185 -1.4675 0.9510
C -0.1503 -3.2097 4.2035
C -7.3756 1.4865 2.3259
C 1.8501 -3.9010 4.9156
C -7.4729 1.5375 0.7267
C 2.0551 2.5082 0.6592
C 6.4460 -1.4225 -5.2417
C 4.8415 0.2838 -0.7124
C 2.0251 -2.7810 3.9336
C -5.8827 -1.9109 2.3792
C 4.4552 1.4939 -5.2179
C -2.4647 -0.8746 -0.4617
C -6.0175 0.7565 2.8750
C 3.1360 2.3821 -0.5261
C 0.2131 3.2911 -1.1838
C -6.5165 1.9340 -1.3397
C -6.2850 -0.7386 3.4046
C 6.1530 -0.9981 0.8382
C 3.1389 -3.0072 2.9342
C 5.7500 -0.2180 -5.8369
C 3.3297 0.8060 -0.9095
C -3.9660 -0.6452 -0.8642
H 6.8111 -1.2097 -4.2329
H -0.7680 1.8377 -2.5619
H -5.7151 1.3779 3.8057
H 6.0980 -1.4724 1.8938
H 2.6714 0.1230 -0.2458
H -0.5654 -1.4189 -1.4990
H -3.0438 -2.2229 2.9248
H 0.4505 0.2018 -0.1347
H -6.1358 -0.8883 -0.1046
H 1.0212 1.5070 -2.2620
H -1.0270 -1.6090 1.2493
H -1.0701 1.1792 0.1886
H -4.2401 -0.2033 -1.8767
H -6.4698 0.8127 -1.5945
H -5.7820 2.5667 -1.9594
H -7.4312 -0.8255 3.5582
H -5.5775 -2.8207 3.0263
H 5.7490 -2.2597 -5.1519
H 5.4116 -0.4449 -6.8544
H 7.1628 1.1430 -4.8813
H 3.1106 -2.2441 2.1517
H -5.8348 -0.9130 4.4518
H -7.5760 2.3042 -1.6077
H -7.7687 0.5051 0.3277
H -0.8349 3.7844 -1.2074
H 1.6815 1.5047 1.0723
H 7.2188 1.1469 -6.6613
H 2.4883 -3.7924 5.7938
H 2.1647 -1.8188 4.4392
H -8.3042 1.0311 2.8100
H -5.1530 0.8628 2.1370
H -7.2844 2.5875 2.6773
H 2.9887 0.5776 -1.9924
H -8.3407 2.2643 0.4664
H 4.1155 -2.9745 3.4223
H -1.5608 -0.1830 -2.4622
H 6.7840 -1.7457 0.2124
H 2.0058 -4.8931 4.4801
H 2.9381 3.0437 -1.4344
H -0.0488 3.2184 1.1212
H 7.2908 -1.7325 -5.8608
H 5.1628 -0.2225 -1.7055
H 6.7849 -0.0401 0.9396
H 1.0987 4.5154 0.4528
H 3.0303 -3.9733 2.4333
H 5.5571 1.1421 -0.4400
H -6.7432 -2.2800 1.7159
H 0.8745 3.9006 -1.9090
H 4.1546 2.7233 -0.0970
H 2.5930 3.0267 1.5458
*
```

=====

4.
ORCA calculation (ωB97M-V/def2-TZVPD) on a 2-piece molecular cluster, C5H10O2 overall.

The value obtained for the LUMO energy is 0.0316 Eh. As for the HOMO energy: -6.687 eV.

ORCA input file:
```
! wB97M-V def2-TZVPD RIJCOSX def2/J DEFGRID3
* xyz 0 1
O -0.5996 0.9048 0.7586
O 0.5943 -0.1536 -0.7039
C -0.5836 -1.0358 -0.4697
C 0.4854 0.8605 0.1159
C -0.1231 -2.2512 0.3266
C -1.5425 -0.0493 0.1774
C 1.5870 1.8460 0.2707
H 0.6695 -2.8044 -0.1903
H -1.4892 1.4084 -1.3197
H 1.2806 2.6492 0.9488
H -0.9770 -2.9234 0.4665
H -2.1500 -0.4336 0.9977
H 1.8694 2.2761 -0.7012
H 0.2362 -1.9520 1.3175
H 2.4678 1.3309 0.6788
H -0.9990 1.9225 -1.5993
H -0.9055 -1.3409 -1.4707
*
```

=====

5.
ORCA calculation (ωB97M-V/def2-TZVPD) on C33H41BrIrN4OPS as an isolated structure in a non-equilibrium geometry.

The value obtained for the LUMO energy (alpha / beta) is -0.3228 / -0.4161 Eh. As for the HOMO energy (alpha / beta): -14.766 / -16.613 eV. Its expectation value of S² is 8.8043.

ORCA input file:
```
! wB97M-V def2-TZVPD RIJCOSX def2/J DEFGRID3
* xyz 3 6
Ir -0.3128 -0.1726 -1.3967
Br 5.2774 4.6222 -1.9598
S -0.7016 -1.1632 0.8790
P -0.0112 -2.2688 -2.5029
O 1.6684 0.0403 -1.1353
N -2.3412 -0.1161 -1.6499
N -0.6059 1.8523 -1.5424
N 0.6441 0.3559 2.6946
N -1.5243 -0.2046 3.1733
C -4.1825 1.4025 -1.9625
C -3.2688 2.1288 3.9949
C 3.9470 -3.0946 -2.1478
C 2.2826 -1.8523 -4.0014
C 3.6462 -1.9468 -4.2447
C 4.6826 1.9204 -1.5117
C -0.4648 -3.7414 -1.5553
C 1.8373 -2.4967 3.7372
C -4.5949 2.7704 -2.1265
C -3.6558 3.8197 -2.0737
C -3.2092 -1.1343 -1.6267
C -5.0715 0.3254 -1.9600
C -1.5296 0.3345 4.5445
C -4.5751 -0.9489 -1.7768
C 2.7482 3.4372 -1.7114
C -1.8520 2.2248 -1.7306
C 2.5854 -3.0011 -1.8972
C 1.7485 -2.3955 -2.8339
C -2.8276 1.1331 -1.7873
C 1.8389 2.4121 -1.5454
C 3.8005 0.8880 -1.3359
C -2.3246 3.5847 -1.8779
C -0.8690 -2.4128 -4.0817
C -0.4885 -0.2337 2.3569
C 3.0393 -1.8767 3.0245
C 2.3855 1.0829 -1.3461
C -1.8970 1.8143 4.5930
C -4.4141 1.3456 4.6365
C 3.0210 -0.3503 2.9482
C 4.1627 3.2003 -1.7032
C 0.4594 2.7606 -1.5863
C 4.4754 -2.5690 -3.3204
C 1.9489 0.2321 2.0302
H 4.0585 -1.5531 -5.1647
H 0.2272 3.8051 -1.7144
H 1.6454 -1.3741 -4.7369
H -5.3783 1.7237 4.2998
H 5.5360 -2.6559 -3.5201
H 1.6821 -2.0374 4.7170
H -1.9414 -2.5279 -3.9229
H 3.9885 0.0062 2.5880
H 1.9949 -3.5621 3.9013
H -0.1450 -3.6618 -0.5180
H -2.7943 -2.1182 -1.4697
H 4.5937 -3.5938 -1.4377
H -0.6986 -1.5395 -4.7089
H -2.2451 -0.2594 5.1079
H -4.3881 0.2796 4.3910
H -5.6424 2.9885 -2.2960
H -0.5538 0.1548 4.9988
H -3.4498 3.1961 4.1222
H 0.0229 -4.5964 -2.0262
H 0.9145 -2.3977 3.1595
H 2.2414 1.2301 1.6948
H -0.4870 -3.3012 -4.5868
H 2.8995 0.0666 3.9544
H 2.3945 4.4513 -1.8558
H 4.1523 -0.1282 -1.1927
H -1.5431 -3.8973 -1.5821
H -1.8771 2.1124 5.6438
H -4.0003 4.8396 -2.1902
H -1.6388 4.4150 -1.8291
H -2.3777 -0.6096 2.8191
H -1.1283 2.4038 4.0813
H 1.8108 -0.3969 1.1570
H 0.6519 0.8685 3.5659
H -4.3887 1.4335 5.7245
H 5.7515 1.7573 -1.5055
H 3.1206 -2.2828 2.0090
H -5.2335 -1.8071 -1.7488
H 3.9491 -2.1739 3.5462
H 2.1826 -3.4160 -0.9801
H -3.2498 1.9535 2.9127
H -6.1342 0.4959 -2.0892
*
```

=====

6.
ORCA calculation (ωB97M-V/def2-TZVPD) on C36H47BrF9N4O6PtSSi as an isolated structure in a non-equilibrium geometry.

The value obtained for the LUMO energy (alpha / beta) is -0.1452 / -0.2262 Eh. As for the HOMO energy (alpha / beta): -10.587 / -10.699 eV. Its expectation value of S² is 6.0690.

ORCA input file:
```
! wB97M-V def2-TZVPD RIJCOSX def2/J DEFGRID3
* xyz 1 5
Pt -0.5442 -0.3299 -1.5161
Br -1.7931 -2.0847 0.4272
S 0.4748 0.9081 0.2824
Si 2.0544 -0.1944 1.3425
F -3.6654 -0.3124 -3.5856
F -4.8332 -2.0767 -3.9648
F -4.2311 -1.5735 -1.9621
F -3.1645 -4.4227 -4.5552
F -2.7329 -2.1128 -5.7876
F -3.8134 -4.2086 -2.5193
F -0.8398 -2.8439 -5.0447
F -1.7426 -4.5963 -2.9579
F -1.3891 -0.7988 -4.7531
O -1.6515 -2.1450 -2.4013
O -1.0755 1.4093 -2.8029
O 1.9102 0.1687 2.8906
O 0.7117 3.0705 -2.0841
O 1.6245 -1.7183 1.0722
O 3.4625 0.3584 0.8127
N 2.1167 -2.0015 -4.4744
N -2.6764 1.8985 -1.1646
N -2.5159 0.7268 -0.6033
N 1.0349 -0.8478 -2.9796
C -1.8792 -2.0420 -4.7702
C 4.1677 0.5325 -0.4128
C -4.2697 -0.2962 3.3248
C -2.5184 4.7380 -2.4341
C 3.0485 -3.0813 2.4916
C -0.2336 4.0128 -2.1479
C -2.1262 6.0615 -2.3364
C -4.9526 0.1740 5.5995
C -6.0200 1.3084 3.7707
C 1.3634 -0.0077 -4.0066
C 3.9622 -0.6856 -1.3036
C 0.6540 -2.6919 3.0784
C 0.1461 5.3544 -2.0294
C -0.7875 6.3609 -2.1285
C -5.8789 1.0984 5.1357
C -2.9828 0.5003 0.5868
C -5.2297 0.6211 2.8712
C -4.1727 -0.5286 4.7081
C 1.4155 -3.2419 -2.4114
C -1.5899 3.7141 -2.3331
C 2.5832 2.5149 3.0383
C 1.2131 1.3784 4.7950
C -3.3961 -1.0586 2.4758
C -2.8791 -0.7433 1.2536
C -2.0445 2.2463 -2.4396
C -2.4984 -2.3978 -3.3891
C 2.0366 -0.7202 -4.9480
C 1.4933 -2.0521 -3.2839
C -2.8234 -3.9277 -3.3658
C 3.6273 0.7288 4.4520
C 5.6464 0.6762 -0.0492
C 2.3408 1.2055 3.7789
C 1.2387 -4.0730 1.0664
C 1.6442 -2.8777 1.9292
C 3.6710 1.8036 -1.0997
C -3.8279 -1.5975 -3.2370
H 0.3207 -3.8587 0.5267
H 3.7528 -3.3097 1.6952
H -3.4762 1.3036 1.1357
H -6.5020 1.6347 5.8340
H -0.3176 -2.3973 2.6938
H 5.9898 -0.1971 0.4978
H 1.0720 -4.9425 1.6960
H -2.8513 6.8503 -2.4480
H -3.0833 -2.0087 2.8883
H -6.7619 2.0050 3.4120
H 4.5662 -0.5949 -2.2015
H -2.8496 2.2131 -3.2081
H 2.8029 3.2964 3.7599
H 4.2526 -1.5842 -0.7667
H -0.4681 7.3887 -2.0636
H 1.0118 -1.9227 3.7547
H 3.3795 -2.1824 3.0055
H 2.5931 1.7723 -1.2439
H 2.5407 -2.7821 -4.9498
H 1.4928 2.1181 5.5372
H 3.0345 -3.9088 3.1970
H 3.9043 2.6736 -0.4912
H 1.0994 1.0302 -4.0098
H 3.4415 -0.1764 5.0239
H 1.3713 -4.1571 -2.9970
H 4.1518 1.9112 -2.0670
H 2.0214 -4.3070 0.3511
H 2.2844 -3.2719 -1.7543
H 4.3741 0.5154 3.6925
H 3.4192 2.4101 2.3547
H -3.1134 2.6612 -0.6452
H -4.8461 -0.0020 6.6581
H -3.5576 4.4923 -2.5830
H 1.1905 5.5637 -1.8698
H 2.9140 -0.7572 -1.5756
H 2.4341 -0.4123 -5.8918
H 5.8051 1.5568 0.5672
H 0.3069 1.7096 4.2943
H 0.5183 -3.1793 -1.7970
H -5.4107 0.7352 1.8139
H 1.0074 0.4370 5.2964
H 6.2311 0.7749 -0.9583
H 0.2852 2.2136 -2.3451
H 0.5463 -3.6302 3.6161
H 1.7023 2.7974 2.4672
H 4.0126 1.4921 5.1217
H -3.4594 -1.2517 5.0730
*
```

=====

7.
ORCA calculation (ωB97M-V/def2-TZVPD) on C10H10O2 as an isolated structure in a non-equilibrium geometry.

The value obtained for the LUMO energy is 0.0327 Eh. As for the HOMO energy: -9.092 eV.

ORCA input file:
```
! wB97M-V def2-TZVPD RIJCOSX def2/J DEFGRID3
* xyz 0 1
O -0.3025 -2.6573 1.3802
O -0.6222 -2.1712 -0.8293
C -0.8000 -1.7614 0.4954
C 0.3497 -0.1134 0.6256
C 2.4983 0.8999 0.7949
C 1.7044 -0.2410 0.8557
C -2.1142 -1.2226 0.8845
C -3.1383 -0.7219 1.2636
C 1.9477 2.1566 0.7113
C -0.2087 1.1232 0.4364
C -1.0155 -1.3754 -1.9036
C 0.5791 2.2515 0.5624
H -0.2042 -0.8867 -2.3563
H 2.3518 -1.0722 1.1368
H -3.8950 -0.2559 1.8081
H 0.0841 3.3103 0.6209
H 3.5380 0.9973 0.9264
H -1.4575 -2.0404 -2.5606
H -1.6626 -0.4995 -1.4175
H 0.6387 -2.5024 1.2582
H 2.5987 2.9360 0.8611
H -1.1939 1.2039 0.3237
*
```

=====

8.
ORCA calculation (ωB97M-V/def2-TZVPD) on C5H5InO6 as an isolated structure in a non-equilibrium geometry.

The value obtained for the LUMO energy (alpha / beta) is -0.6131 / -0.6127 Eh. As for the HOMO energy (alpha / beta): -21.952 / -21.952 eV. Its expectation value of S² is 0.7597.

ORCA input file:
```
! wB97M-V def2-TZVPD RIJCOSX def2/J DEFGRID3
* xyz 3 2
In 0.7082 0.7877 -0.8422
O 1.4894 -0.6946 -0.0619
O -0.7534 1.1997 -1.8292
O -3.6849 2.9393 -2.0487
O -0.3048 -3.1699 3.1645
O 1.3982 -3.6322 1.7639
O 0.3310 -1.7047 1.5483
C 0.4047 -2.9158 2.2576
C 2.0523 -2.9479 0.7036
C -2.7939 2.5288 -1.4164
C 1.2303 -1.6967 0.5787
C -2.0387 1.0725 -1.8912
H -2.4606 0.8949 -2.8916
H 2.0188 -3.5400 -0.2203
H -2.5120 0.4196 -1.0824
H 3.0943 -2.7220 0.9674
H -2.2698 3.0010 -0.5597
*
```